[1]
DFT (ωB97M-V/def2-TZVPD) results for a cluster of 15 separate species, C62H89FO28 in total in a non-equilibrium geometry.

Total charge: 0
Orbital gap in eV: 9.6
Maximum force in eV Å⁻¹: 6.27
Highest occupied orbital energy in eV: -9.576

XYZ file:
```
180
Properties=species:S:1:pos:R:3:mulliken_charge:R:1
F 2.704 0.980 -3.967 -0.2003
O -4.492 -4.108 -0.165 -0.3763
O 2.155 -7.134 -1.132 -0.6955
O 2.163 -2.868 -2.880 -0.4581
O -0.029 4.498 3.329 -0.2879
O -2.663 -1.654 -5.205 -0.3206
O -2.887 0.188 3.661 0.3992
O 1.819 1.714 5.855 -0.6418
O 0.937 2.500 -0.687 0.1308
O -4.814 -0.264 4.691 -0.6303
O -3.758 -4.438 5.621 -0.6424
O -5.001 2.164 -3.525 -0.3899
O 0.528 -5.976 -0.042 -0.2715
O 7.133 1.448 1.838 -0.6297
O -2.167 -5.168 4.266 -0.3921
O -3.033 -2.581 -0.950 0.2138
O 5.146 1.485 0.733 -0.4441
O 4.106 5.299 -3.393 -0.6234
O -2.196 -0.718 -7.173 -0.6544
O -6.121 0.392 -2.717 -0.6902
O 1.214 -3.280 1.888 0.1082
O 3.569 -1.670 -1.646 0.2295
O -0.478 5.308 5.359 -0.6897
O 4.079 6.747 -1.808 -0.4149
O 2.584 -4.922 2.650 -0.4931
O -0.516 1.175 0.432 0.7653
O 0.186 0.309 6.201 -0.3828
O -1.025 6.154 -2.159 -0.6040
O -3.060 5.829 -1.231 -0.4288
C 4.189 -1.948 -3.885 -0.3674
C 0.552 -5.826 -2.381 -0.2542
C -2.296 -2.680 -4.348 0.6244
C -0.855 -2.599 -6.328 -0.8936
C 3.942 -5.294 2.449 -0.6490
C 4.208 -4.883 1.018 -0.7091
C 1.699 1.600 -4.561 0.5968
C -3.751 4.870 -0.412 -0.5629
C -3.095 -4.245 4.621 0.2085
C -0.334 -1.005 5.896 -0.3366
C -3.714 0.609 -2.353 0.9538
C 2.313 4.426 3.302 -0.0812
C 0.612 0.870 -5.139 -0.0586
C -0.329 3.043 -5.811 -1.1000
C -5.064 1.067 -2.834 0.3073
C -4.168 -2.845 -0.526 -0.2297
C 2.295 -3.810 1.843 -0.0267
C -2.529 2.411 4.169 -0.3411
C 5.905 1.463 1.907 0.2943
C -0.847 -0.209 0.605 -0.6935
C -0.353 -4.739 -1.774 0.9855
C -2.134 1.302 3.242 0.7339
C 0.814 0.108 -1.186 2.4419
C -0.968 -3.216 -4.947 0.2453
C 3.187 -2.279 -2.822 0.1498
C -3.999 2.092 4.527 -0.7537
C -2.364 -3.771 2.482 1.0805
C -3.009 -3.068 3.702 0.9058
C 1.365 0.610 5.675 0.5522
C 0.387 5.080 4.452 0.2154
C 5.335 -1.407 -3.119 -1.0196
C -1.801 5.487 -1.530 0.4214
C 0.436 1.362 -0.516 -0.4878
C 1.791 2.983 -4.584 -0.9866
C 3.724 1.398 0.979 1.7862
C 1.850 -0.674 5.021 0.5914
C 0.599 -1.450 4.825 0.7578
C 3.646 0.883 2.434 0.0663
C -2.625 3.985 0.091 0.5738
C 2.801 4.860 -1.315 1.0367
C 1.025 4.050 2.531 1.3190
C 4.925 1.492 3.046 -0.6209
C 3.548 -3.555 0.971 0.6373
C -6.374 -2.776 0.469 -0.7287
C -0.626 -5.355 -0.394 0.4682
C -1.491 -4.855 3.172 -0.1508
C -3.611 2.605 -3.749 -0.3874
C 2.350 6.053 -0.432 0.6530
C 1.888 5.263 4.555 -0.2560
C 3.703 5.599 -2.304 0.3008
C -1.465 4.193 -0.817 2.7876
C -1.972 -1.559 -6.333 0.5905
C 3.476 7.093 -0.539 -0.5139
C -0.146 -0.960 -0.585 1.8910
C -2.786 1.435 -3.202 1.1055
C 0.717 3.705 -5.163 -0.3646
C -3.952 0.545 4.373 0.2704
C -5.851 -4.238 0.271 -0.5077
C -0.355 1.671 -5.762 -0.4922
C 4.757 -0.862 -1.807 -0.0845
C 1.207 -6.332 -1.157 0.3720
C -5.404 -1.999 -0.385 -0.0147
H -2.449 -2.219 4.094 -0.8644
H -2.364 4.137 1.138 -0.1930
H 1.354 6.321 -0.785 0.2597
H -0.984 -4.304 -4.896 0.6155
H -6.375 -4.744 -0.540 0.3464
H -7.367 -2.632 0.042 0.3391
H 4.196 -2.773 1.368 0.2737
H -1.921 2.575 5.059 0.2730
H -0.163 -2.813 -4.333 -0.3577
H -1.323 3.360 -1.507 -1.3453
H 2.126 6.323 4.472 0.2703
H 5.435 -1.067 -0.979 0.2603
H -3.107 -3.408 -4.322 0.2287
H 2.387 5.653 0.581 -0.8205
H 6.039 -2.197 -2.859 0.3310
H -2.050 -2.277 -3.366 -0.6877
H -4.478 2.365 5.467 0.3887
H -4.263 5.346 0.424 0.3680
H 3.026 8.078 -0.667 0.3298
H 3.246 -3.370 -0.059 -0.7014
H -0.330 -1.542 6.845 0.3353
H 3.811 -0.190 2.336 0.0566
H 0.182 -1.133 3.869 -0.7378
H -3.124 -4.302 1.909 0.0811
H -1.247 -5.742 2.587 0.2853
H -1.365 -0.893 5.562 -0.1441
H -2.471 1.559 2.238 -0.6038
H 0.106 -6.699 -2.856 0.3847
H 0.650 -0.208 -5.077 0.4825
H 3.847 -5.600 0.281 0.2082
H -1.861 1.744 -2.716 -0.2446
H -1.897 -0.432 0.417 0.0132
H -0.805 -1.385 -1.342 -0.2914
H -1.382 -6.129 -0.526 0.3218
H 0.218 -3.826 -1.605 -0.7703
H -5.168 -0.999 -0.021 0.1488
H -3.639 0.700 -1.270 -0.3577
H 2.741 3.346 -4.219 0.6691
H 4.259 7.062 0.219 0.2908
H -4.645 2.345 3.687 0.2575
H 5.956 -0.697 -3.666 0.4215
H -3.427 3.546 -3.229 0.1434
H 3.929 -1.137 -4.566 0.1282
H 0.758 -2.527 4.864 0.4774
H 0.938 2.999 2.256 -0.3583
H 4.635 -4.840 3.157 0.2744
H -0.562 4.192 -0.206 -0.8726
H 2.958 3.553 3.405 -0.3556
H 5.355 1.159 3.990 0.4750
H 4.869 2.556 3.275 0.1724
H 3.172 0.693 0.357 -0.8527
H -4.456 4.305 -1.022 0.2618
H -1.307 -4.571 -2.273 0.2117
H 3.402 2.435 0.889 -0.5365
H -4.066 -2.846 3.552 0.1698
H -3.643 -0.472 -2.476 -0.4766
H -6.255 -2.403 1.486 0.2594
H -0.838 -4.623 0.385 -0.6665
H -0.978 -3.421 -7.034 0.3119
H 2.548 -1.175 5.692 0.3722
H 0.638 4.782 -5.186 0.4372
H 2.240 4.711 5.427 0.2836
H -3.309 2.672 -4.794 0.2946
H 4.558 0.210 -1.835 0.0804
H -1.078 1.036 3.302 -0.2457
H 5.248 -4.718 0.737 0.4708
H 1.837 -0.138 -0.900 -2.0866
H 0.075 -2.161 -6.689 0.3272
H -2.414 3.354 3.635 0.3639
H 3.435 4.111 -0.841 -0.3583
H 2.987 5.008 2.674 0.3550
H 1.946 4.503 -1.888 -0.2896
H 2.320 -0.585 4.042 -0.6530
H -0.525 -4.464 3.490 0.0227
H -1.759 -3.128 1.843 -0.7585
H 0.450 -1.772 -0.171 -0.7933
H 1.008 4.676 1.639 -0.6004
H 4.385 -2.922 -4.333 0.4888
H -5.893 -4.905 1.132 0.3254
H -2.478 0.772 -4.011 -0.4237
H 1.347 -5.355 -2.960 0.0191
H -1.156 1.245 -6.347 0.4684
H -5.747 -1.754 -1.390 0.3327
H 0.778 0.168 -2.274 -0.5583
H 4.048 -6.378 2.497 0.4291
H -1.029 3.617 -6.400 0.4970
H -2.932 2.939 0.074 -0.3218
H 2.755 1.178 2.987 0.1220
H -0.632 -0.646 1.580 -0.2252
```

---

[2]
DFT (ωB97M-V/def2-TZVPD) results for the molecule C2H5NOS in a non-equilibrium geometry.

Total charge: 0
Orbital gap in eV: 9.4
Relative energy (zero: lowest compared OMol25 entry of this formula, charge and spin) in kJ/mol: 282.4
Maximum force in eV Å⁻¹: 5.09
Highest occupied orbital energy in eV: -10.181

XYZ file:
```
10
Properties=species:S:1:pos:R:3:mulliken_charge:R:1
S 2.228 -0.117 -0.353 0.4451
O 3.708 -0.324 0.037 -0.4584
N 0.961 0.312 0.532 -0.3292
C -1.335 -0.447 0.295 -0.9122
C -0.253 0.533 -0.245 -0.3081
H -1.529 -1.012 -0.521 0.2953
H -0.081 0.415 -1.308 0.4438
H -0.942 -1.136 1.087 0.3151
H -0.511 1.556 -0.047 0.2748
H -2.246 0.221 0.522 0.2338
```

---

[3]
DFT (ωB97M-V/def2-TZVPD) results for a cluster of 9 separate species, H18O9 in total in a non-equilibrium geometry.

Total charge: 0
SMILES string: O.O.O.O.O.O.O.O.O
Orbital gap in eV: 9.7
Relative energy (zero: lowest compared OMol25 entry of this formula, charge and spin) in kJ/mol: 631.3
Maximum force in eV Å⁻¹: 7.04
Highest occupied orbital energy in eV: -9.914

XYZ file:
```
27
Properties=species:S:1:pos:R:3:mulliken_charge:R:1
O 0.292 3.196 0.899 -0.6056
O -2.554 2.212 1.597 -0.6261
O 0.997 -0.457 -0.571 -0.5713
O -2.746 -1.162 -3.564 -0.6482
O -2.576 2.979 -2.063 -0.6119
O 1.028 -4.122 2.994 -0.6220
O 2.149 0.500 1.174 -0.6580
O 3.827 -0.343 0.692 -0.4733
O 0.149 -1.726 -2.525 -0.5083
H 0.441 2.843 1.788 0.3225
H -2.534 -1.683 -2.714 0.3208
H 0.723 -2.420 -2.122 0.2777
H -2.381 1.302 1.356 0.3185
H 4.020 -0.471 1.571 0.2686
H 2.162 0.115 2.055 0.3582
H -3.581 2.249 1.469 0.3117
H 1.169 -5.053 2.675 0.3236
H 1.736 1.447 1.241 0.2202
H 4.487 -0.977 0.328 0.2503
H -3.034 2.185 -1.576 0.2978
H 0.338 -3.890 2.457 0.2990
H -2.902 -0.253 -3.350 0.3114
H 1.420 -0.839 0.226 0.3462
H -0.473 -2.141 -3.019 0.2615
H -2.610 3.615 -1.362 0.3126
H 0.807 0.412 -0.221 0.2537
H -0.352 2.481 0.565 0.2704
```

---

[4]
DFT (ωB97M-V/def2-TZVPD) results for a structure of composition C28H19N10O5Ru.

Total charge: 0
<S²>: 0.756
Orbital gap (spin up / spin down) in eV: 6.2 / 5.1
2S+1: 2
Maximum force in eV Å⁻¹: 0.98
Highest occupied orbital energy (spin up / spin down) in eV: -7.754 / -7.754

XYZ file:
```
63
Properties=species:S:1:pos:R:3:mulliken_charge:R:1
Ru 0.206 2.494 0.771 0.9238
O -1.227 3.763 0.680 -0.6793
O -1.643 5.946 0.464 -0.5622
O 2.465 8.990 1.163 -0.6958
O -1.050 -3.816 -0.878 -0.2584
O 4.429 7.962 1.668 -0.7130
N 2.858 -0.365 -0.635 0.9648
N 1.542 1.311 -0.290 0.2974
N -3.104 0.485 -0.723 -0.8208
N -3.287 0.198 0.588 0.6412
N -0.861 -5.720 -1.955 -0.4566
N -2.111 -5.684 -1.338 -0.4990
N 3.251 0.580 -1.518 -0.9365
N 0.987 0.992 3.350 -0.6514
N 1.374 4.163 0.842 -0.1048
N -1.281 0.995 0.460 0.5789
C 1.180 6.538 0.966 -0.5138
C -2.198 0.505 1.283 -0.1638
C -4.331 -2.012 0.956 1.0889
C 3.234 8.038 1.345 0.4399
C -5.125 -4.206 1.556 -0.5462
C -4.148 -4.793 0.767 -0.9307
C -2.177 -4.558 -0.723 0.4749
C 1.059 -4.133 -2.001 0.1040
C 2.450 1.581 -1.275 -0.5493
C 1.638 -3.143 -1.218 -0.0353
C -3.250 -3.981 0.087 0.0151
C 3.531 -1.662 -0.568 -1.5721
C 2.920 -2.688 -1.489 1.0564
C -4.491 -0.509 1.002 -1.3722
C 1.769 -4.679 -3.066 -0.9250
C -1.897 0.978 -0.759 -0.5957
C -0.280 -4.613 -1.660 0.5308
C -3.349 -2.596 0.173 -0.1085
C 0.674 1.603 2.417 0.0823
C -0.849 5.073 0.639 0.3763
C -5.211 -2.825 1.660 -0.8478
C 3.043 -4.215 -3.344 -0.6109
C 2.692 4.261 1.050 -0.1331
C 3.620 -3.221 -2.561 -0.7179
C 0.626 5.290 0.821 0.5766
C 2.554 6.647 1.171 0.2639
C 3.309 5.483 1.217 -0.9516
C 1.840 0.069 0.089 -0.5476
H 3.595 -4.629 -4.176 0.4070
H -5.262 -0.188 0.302 0.2673
H 1.085 -2.745 -0.376 0.5397
H 1.316 -5.458 -3.665 0.5083
H 4.620 -2.868 -2.783 0.4141
H -5.819 -4.829 2.104 0.4021
H 4.372 5.572 1.397 0.5043
H -5.976 -2.381 2.287 0.4501
H -2.661 -1.984 -0.393 0.6269
H 0.574 7.434 0.922 0.5948
H 3.449 -1.996 0.467 0.3706
H 4.580 -1.480 -0.786 0.4444
H -1.434 1.326 -1.667 0.4808
H 3.242 3.329 1.078 0.5207
H -4.065 -5.868 0.687 0.5011
H -2.085 0.363 2.346 0.5202
H 1.365 -0.481 0.883 0.5415
H -4.774 -0.163 1.996 0.5020
H 2.493 2.518 -1.806 0.4884
```

---

[5]
DFT (ωB97M-V/def2-TZVPD) results for a cluster of 2 separate species, C3H11NS in total in a non-equilibrium geometry.

Total charge: 0
SMILES string: CCN.CS
Orbital gap in eV: 10.1
Relative energy (zero: lowest compared OMol25 entry of this formula, charge and spin) in kJ/mol: 106.0
Maximum force in eV Å⁻¹: 2.04
Highest occupied orbital energy in eV: -9.055

XYZ file:
```
16
Properties=species:S:1:pos:R:3:mulliken_charge:R:1
S -1.730 -1.660 5.117 -0.1788
N 1.139 3.174 -4.194 -0.6867
C 1.222 0.944 -5.321 -1.0103
C 1.999 2.190 -4.923 -0.2103
C -0.891 -3.088 4.372 -0.7176
H -0.159 -3.588 4.997 0.2837
H -0.283 -2.712 3.546 0.2547
H 2.237 2.693 -5.866 0.2274
H 1.597 4.052 -4.424 0.2555
H 0.320 3.198 -4.815 0.2581
H 2.946 1.921 -4.467 0.3362
H 1.467 0.702 -6.355 0.2994
H -1.053 -0.824 4.324 0.1157
H 1.215 -0.022 -4.830 0.2692
H -1.645 -3.799 4.043 0.2423
H 0.180 1.184 -5.549 0.2614
```